(1)
Below is an isolated molecule of C5H10N2 in a non-equilibrium geometry, with properties calculated with ωB97M-V/def2-TZVPD.

Last column: Löwdin charge in e.
Cartesian coordinates (Å):
C  0.22472  0.93864  1.74365  -0.057
C  1.20353  0.15002  0.93981  -0.318
N  0.84973  -1.27867  0.46608  0.061
C  1.02760  -0.18706  -0.46565  -0.276
C  -0.29524  0.25683  -1.06302  -0.300
C  -1.10790  -0.60459  -1.94411  -0.143
N  -1.55345  -0.29937  -0.58733  0.016
H  0.48502  0.96429  2.80699  0.077
H  -0.77618  0.52170  1.62770  0.073
H  0.22104  1.96147  1.36073  0.082
H  2.26513  0.26982  1.21278  0.139
H  1.47855  -1.50589  1.21991  0.090
H  1.88391  -0.06252  -1.12862  0.139
H  -0.33330  1.33392  -1.22851  0.138
H  -1.70252  -0.15952  -2.73929  0.096
H  -0.73568  -1.60595  -2.14526  0.107
H  -1.32758  -1.09342  0.01275  0.078

Forces on atoms 1 to 3 (eV/Å):
-0.185 0.245 0.002
-0.226 0.987 -0.152
-0.852 0.623 1.403

Calculated values
Largest force on an atom = 0.049 hartree/bohr
HOMO level = -9.227 eV
Structure (SMILES) = C[C@H]1N[C@H]1[C@H]1CN1
Total charge = 0
Energy relative to the best compared isomer or geometry (same formula, charge and spin) = 3.296 eV
HOMO-LUMO gap = 10.29 eV

---

(2)
Below is a cluster of 2 separate species, CHF3O2S in total in a non-equilibrium geometry, with properties calculated with ωB97M-V/def2-TZVPD.

Last column: Löwdin charge in e.
Cartesian coordinates (Å):
C  -1.59666  -0.23901  0.04962  -0.188
O  1.70465  1.22345  -1.22629  -0.306
O  1.52098  0.92073  1.17152  -0.320
F  -1.86037  -0.86660  -1.06846  0.115
F  -1.50879  -1.02651  1.10507  0.086
F  2.40116  -1.06572  -0.25574  -0.307
S  1.41857  0.38119  -0.13839  0.785
H  -2.07954  0.67248  0.36267  0.133

Forces on atoms 1 to 3 (eV/Å):
1.123 -0.603 0.786
0.623 0.532 -1.747
0.358 -0.312 0.928

Calculated values
Largest force on an atom = 0.048 hartree/bohr
HOMO level (alpha / beta) = -10.966 / -9.806 eV
Total charge = 0
Energy relative to the best compared isomer or geometry (same formula, charge and spin) = 3.626 eV
HOMO-LUMO gap (alpha / beta) = 9.95 / 6.59 eV

---

(3)
Below is a structure of composition C22H28N6O4V in a non-equilibrium geometry, with properties calculated with ωB97M-V/def2-TZVPD.

Last column: Mulliken spin population.
Cartesian coordinates (Å):
V  0.04665  -0.06481  0.33259  2.613
O  -1.28577  0.35718  1.61489  -0.020
C  -2.46874  -0.12312  1.86852  0.045
C  -3.39571  0.63524  2.61387  0.007
C  -4.64630  0.13550  2.89192  0.014
C  -5.03915  -1.14020  2.46136  0.001
C  -4.14182  -1.89901  1.74868  0.007
C  -2.86179  -1.41728  1.43499  -0.017
C  -1.94926  -2.29212  0.72797  0.130
N  -0.79360  -1.93925  0.29745  -0.041
C  0.09537  -2.94580  -0.29545  0.018
C  0.91250  -2.27828  -1.39231  0.029
N  1.37941  -0.97444  -0.89201  -0.025
C  2.51876  -0.54360  -1.31653  0.139
C  3.10327  0.72813  -0.94306  0.017
C  4.39268  1.03190  -1.40676  0.010
C  5.01184  2.22705  -1.11411  -0.004
C  4.32931  3.15994  -0.31380  0.029
C  3.06374  2.89421  0.16038  0.008
C  2.41291  1.67277  -0.13216  0.027
O  1.20924  1.46603  0.30884  -0.008
H  -3.09177  1.61780  2.95261  0.001
H  -5.34223  0.74154  3.46131  0.001
H  -6.02533  -1.52053  2.69110  0.001
H  -4.41896  -2.89412  1.41382  0.000
H  -2.27512  -3.32490  0.58070  0.009
H  -0.47731  -3.78820  -0.68855  0.005
H  0.76375  -3.31619  0.48389  -0.010
H  0.27687  -2.10129  -2.26124  -0.007
H  1.75956  -2.90353  -1.68241  0.002
H  3.09486  -1.16507  -2.00427  0.014
H  4.90628  0.29610  -2.01816  0.000
H  6.01206  2.43305  -1.47090  0.000
H  4.81057  4.09669  -0.05208  0.003
H  2.53437  3.60426  0.78434  0.001
N  -1.58889  1.86665  -0.73831  0.019
C  -1.07992  2.29834  -2.02851  -0.019
C  -2.08934  3.20095  -2.76975  0.001
C  -1.72410  3.86274  -4.10275  0.000
C  -0.43559  4.67549  -4.06789  0.000
N  0.65606  3.71394  -4.16585  0.000
C  1.83736  3.80474  -3.60136  0.000
N  2.29079  4.94613  -3.05035  0.000
N  2.63046  2.72339  -3.62271  0.001
C  -0.67372  1.03901  -2.81644  -0.013
O  0.08202  1.21639  -3.82691  0.004
O  -1.07966  -0.04118  -2.37405  0.008
H  -2.31779  1.17491  -0.87254  0.002
H  -1.94296  2.62992  -0.17655  0.003
H  -0.16432  2.86499  -1.82878  -0.005
H  -2.33890  3.99867  -2.06012  -0.001
H  -3.01040  2.62805  -2.91143  0.002
H  -2.54983  4.51937  -4.38328  0.000
H  -1.62811  3.12216  -4.90086  0.000
H  -0.39102  5.25245  -3.13461  0.000
H  -0.38769  5.38427  -4.89698  0.000
H  0.34453  2.71067  -4.32102  0.000
H  1.65548  5.71000  -2.90708  0.000
H  3.10947  4.90999  -2.46834  0.000
H  2.16622  1.84522  -3.83649  0.000
H  3.40458  2.66478  -2.97635  0.000

Forces on atoms 1 to 3 (eV/Å):
-0.351 0.579 -0.606
-1.151 0.161 1.146
0.632 0.030 -0.094

Calculated values
⟨S²⟩ = 3.7670
Largest force on an atom = 0.032 hartree/bohr
HOMO level (alpha / beta) = -5.774 / -7.459 eV
Spin multiplicity = 4
Total charge = 0
Energy relative to the best compared isomer or geometry (same formula, charge and spin) = 0.281 eV
HOMO-LUMO gap (alpha / beta) = 6.11 / 7.73 eV

---

(4)
Below is a structure of composition C37H49BiN5O3PTe in a non-equilibrium geometry, with properties calculated with ωB97M-V/def2-TZVPD.

Last column: Löwdin charge in e.
Cartesian coordinates (Å):
Bi  -0.30791  0.02415  0.20285  1.851
C  -2.27941  2.64775  2.67735  -0.046
C  -1.35471  1.64755  3.30565  -0.293
C  -0.15731  2.04425  3.88295  -0.025
C  0.71869  1.12255  4.44175  -0.274
C  1.98809  1.59705  5.08285  -0.053
C  0.38349  -0.22195  4.41425  -0.028
C  -0.79991  -0.65235  3.83105  -0.296
C  -1.15361  -2.10965  3.82355  -0.036
C  -1.66021  0.29055  3.28705  -0.094
H  -2.20621  3.61735  3.16815  0.083
H  -3.31331  2.30635  2.71415  0.087
H  -2.00301  2.77755  1.63005  0.041
H  0.09609  3.09505  3.91275  0.121
H  1.76149  2.16515  5.98605  0.084
H  2.53009  2.25845  4.40815  0.074
H  2.62899  0.75835  5.34425  0.069
H  1.05229  -0.94625  4.85625  0.117
H  -1.63401  -2.37975  4.76445  0.087
H  -0.26111  -2.71965  3.71135  0.056
H  -1.84201  -2.34075  3.01405  0.077
H  -2.59521  -0.03465  2.84995  0.111
C  4.05249  -0.80915  -5.36655  -0.056
C  3.44229  -0.95665  -4.00685  -0.287
C  3.17189  -2.22255  -3.49555  -0.047
C  2.52789  -2.39265  -2.29625  -0.015
C  2.06949  -1.29855  -1.53665  -0.234
N  1.33769  -1.43575  -0.40585  -0.160
C  1.04789  -2.70185  0.10165  -0.279
C  0.34669  -3.65045  -0.64285  -0.047
C  0.02329  -4.88155  -0.11755  -0.034
C  0.40009  -5.22925  1.17275  -0.274
C  0.05389  -6.57485  1.73245  -0.048
C  1.11309  -4.30185  1.92085  0.006
C  1.44249  -3.05255  1.40455  -0.130
N  2.24979  -2.16975  2.13685  -0.074
C  3.23519  -2.50015  3.00795  -0.057
C  3.88659  -1.33825  3.33965  -0.055
C  3.20939  -0.34195  2.62105  -0.154
N  2.23329  -0.85725  1.90655  0.063
C  2.51209  -0.02755  -1.97335  -0.135
C  3.14939  0.12985  -3.20145  0.011
N  2.43219  1.08675  -1.12505  -0.071
C  3.38189  2.02105  -0.95895  -0.067
C  2.96579  2.87685  0.04445  -0.060
C  1.73019  2.39175  0.43785  -0.174
N  1.42809  1.32145  -0.29175  -0.148
H  3.95209  -1.74145  -5.91735  0.072
H  5.11209  -0.56545  -5.29775  0.079
H  3.56119  -0.01985  -5.92995  0.078
H  3.45909  -3.09435  -4.06365  0.110
H  2.36539  -3.39255  -1.92595  0.103
H  0.08099  -3.41265  -1.66145  0.114
H  -0.52161  -5.59035  -0.72185  0.113
H  -0.21171  -7.26095  0.93235  0.076
H  -0.79481  -6.50615  2.41265  0.083
H  0.89469  -6.98645  2.28525  0.079
H  1.43219  -4.56525  2.91935  0.116
H  3.42349  -3.51095  3.30965  0.115
H  4.73409  -1.22755  3.98425  0.092
H  3.38929  0.71205  2.58395  0.098
H  3.39369  1.12985  -3.52505  0.112
H  4.28279  2.02545  -1.53665  0.130
H  3.48549  3.73225  0.42225  0.103
H  1.04599  2.73965  1.18245  0.110
C  -3.56021  -1.50985  -2.58185  -0.083
C  -2.82801  -0.45475  -1.74705  -0.514
C  -3.51451  -0.30645  -0.39155  -0.107
C  -1.35861  -0.83625  -1.60865  -0.304
H  -4.56131  -1.16525  -2.83315  0.074
H  -3.64141  -2.43995  -2.01925  0.077
H  -3.02601  -1.70995  -3.50805  0.075
H  -2.88931  0.50525  -2.26105  0.095
H  -3.42051  -1.22005  0.19625  0.078
H  -4.57401  -0.09865  -0.52185  0.083
H  -3.07921  0.52095  0.16225  0.028
H  -0.81121  -0.61185  -2.51935  0.066
H  -1.29401  -1.90205  -1.41895  0.024
C  -3.77631  5.56475  -1.12765  -0.058
C  -2.95581  4.59265  -0.29085  -0.305
O  -1.65241  4.48085  -0.82925  -0.315
P  -1.11831  3.10545  -1.52305  0.147
O  -1.14951  2.07995  -0.37985  -0.572
Te  0.68859  3.70055  -2.85095  0.536
O  -2.42631  2.61745  -2.38995  -0.323
C  -2.61681  3.14985  -3.67955  -0.369
C  -2.23831  2.16895  -4.78095  -0.086
H  -4.81311  5.57425  -0.79775  0.077
H  -3.74291  5.27115  -2.17475  0.061
H  -3.37081  6.56995  -1.04395  0.078
H  -3.43341  3.60835  -0.26625  0.107
H  -2.86411  4.96165  0.73705  0.114
H  -2.00101  4.05445  -3.78805  0.052
H  -3.67631  3.41985  -3.75775  0.117
H  -1.20521  1.85395  -4.66385  0.037
H  -2.33941  2.67325  -5.73715  0.076
H  -2.86941  1.28415  -4.77265  0.069

Forces on atoms 1 to 3 (eV/Å):
-0.195 -0.734 -0.020
0.090 -0.015 -0.062
-0.076 -0.039 0.122

Calculated values
Largest force on an atom = 0.038 hartree/bohr
HOMO level = -6.985 eV
Total charge = 0
Energy relative to the best compared isomer or geometry (same formula, charge and spin) = 0.728 eV
HOMO-LUMO gap = 7.59 eV

---

(5)
Below is a structure of composition C20H30CaNO18 in a non-equilibrium geometry, with properties calculated with ωB97M-V/def2-TZVPD.

Last column: Löwdin charge in e.
Cartesian coordinates (Å):
Ca  -3.13556  -2.41522  4.94549  1.816
N  -1.01771  -1.87844  1.63222  -0.661
O  -0.12228  -1.72458  0.82848  0.047
O  -1.64548  -0.96317  2.18445  -0.104
O  -1.34912  -2.99744  2.04067  -0.111
C  -6.50009  5.63032  4.52903  -0.002
C  -5.13823  4.94579  4.27974  -0.396
C  -4.18729  5.16416  5.40789  -0.108
O  -3.66362  3.88166  5.49467  0.072
C  -4.48356  2.95960  4.90342  -0.463
O  -4.53104  1.73361  5.08180  0.066
O  -5.38956  3.64507  4.19093  0.117
H  -6.39599  6.69732  4.72593  0.091
H  -6.93647  5.21962  5.43953  0.089
H  -7.23354  5.46209  3.74044  0.089
H  -4.71306  5.33334  3.35392  0.166
H  -4.65530  5.51498  6.32767  0.143
H  -3.40672  5.84953  5.07764  0.148
C  1.10760  0.70005  -3.89519  -0.016
C  1.26902  0.62498  -5.44359  -0.312
C  2.01757  -0.62460  -5.94881  -0.093
O  1.05926  -1.31068  -6.75892  0.042
C  -0.02448  -0.50090  -6.97257  -0.469
O  -0.93053  -0.73430  -7.74959  0.145
O  -0.02378  0.59364  -6.07823  0.060
H  0.49623  1.56824  -3.64907  0.084
H  2.11427  0.86693  -3.51193  0.081
H  0.64781  -0.21818  -3.52975  0.082
H  1.83631  1.48899  -5.78966  0.143
H  2.12024  -1.30596  -5.10424  0.120
H  2.96028  -0.48188  -6.47706  0.134
C  2.85355  3.41200  1.02122  -0.006
C  1.30935  3.20579  0.97501  -0.281
C  0.51743  3.52675  2.22682  -0.111
O  -0.63824  4.19546  1.77570  0.078
C  -0.46595  4.54671  0.50601  -0.574
O  -1.36243  5.04996  -0.16640  0.128
O  0.71948  4.16192  0.10024  0.095
H  3.28728  2.79712  1.80983  0.080
H  3.13938  4.44702  1.20868  0.087
H  3.37028  3.21920  0.08104  0.081
H  1.02420  2.22980  0.58228  0.155
H  1.07838  4.21013  2.86434  0.134
H  0.31542  2.64253  2.83135  0.134
C  -0.43523  -6.19271  -4.85946  0.005
C  -1.56102  -5.34381  -4.11445  -0.359
C  -1.07757  -4.03494  -3.55828  -0.106
O  -2.16611  -3.19187  -3.83945  0.103
C  -2.97260  -3.75468  -4.70709  -0.547
O  -3.96264  -3.28129  -5.21888  0.157
O  -2.48384  -4.97651  -5.03912  0.092
H  0.28653  -6.66256  -4.19134  0.077
H  0.10560  -5.62734  -5.61838  0.081
H  -0.98061  -6.93325  -5.44449  0.079
H  -2.02824  -5.90730  -3.30680  0.151
H  -0.10165  -3.72491  -3.93183  0.135
H  -1.02248  -4.27856  -2.49728  0.134
C  5.35398  -3.42644  1.40260  -0.008
C  5.21547  -2.44126  2.57325  -0.363
C  3.79988  -2.26905  3.06883  -0.083
O  3.87938  -2.70476  4.42692  0.065
C  5.11586  -2.86904  4.84223  -0.501
O  5.44081  -3.10452  6.00045  0.135
O  5.91522  -2.86491  3.69567  0.073
H  6.42523  -3.52454  1.22680  0.088
H  4.87970  -3.13395  0.46579  0.087
H  4.86912  -4.36770  1.66154  0.090
H  5.61451  -1.45605  2.33194  0.150
H  3.12857  -3.04201  2.69470  0.134
H  3.46879  -1.25502  2.84471  0.134

Forces on atoms 1 to 3 (eV/Å):
1.024 0.729 -2.145
0.194 -0.063 0.799
-0.252 0.333 -0.177

Calculated values
Largest force on an atom = 0.116 hartree/bohr
HOMO level = -11.878 eV
Total charge = +1
Energy relative to the best compared isomer or geometry (same formula, charge and spin) = 7.579 eV
HOMO-LUMO gap = 4.09 eV

---

Electronic energy, record by record: -8324.0373, -24131.9049, -66089.9663, -75180.9719, -77996.4737 eV